Density functional theory data (the ωB97M-V functional and the def2-TZVPD basis) for a molecular structure, C20H27N2O5SSn at a distorted geometry.

## Properties
LUMO level = 2.170 eV
Charge = -1
Highest occupied orbital energy = -0.1030 Ha
Maximum force = 0.050 hartree/bohr
ΔE to the lowest compared entry with this formula, charge and spin = 28.6 kcal/mol

Cartesian coordinates (Å):
1 Sn 0.061 -0.197 0.236
2 O 3.864 -3.114 0.988
3 C 2.886 -2.169 1.023
4 O 2.306 -1.866 -0.009
5 C 2.577 -1.652 2.343
6 C 3.105 -2.223 3.507
7 C 2.707 -1.726 4.730
8 C 1.760 -0.709 4.758
9 C 1.264 -0.218 3.557
10 N 1.688 -0.648 2.378
11 C 0.108 0.782 3.568
12 O -0.303 1.188 4.649
13 O -0.376 1.077 2.436
14 H 3.958 -3.408 0.069
15 H 3.798 -3.046 3.423
16 H 3.095 -2.149 5.648
17 H 1.389 -0.293 5.681
18 S -2.639 -1.549 1.924
19 C -3.335 -0.152 1.349
20 N -2.837 1.060 1.718
21 C -3.273 2.220 1.220
22 C -4.331 2.268 0.361
23 C -4.925 1.045 -0.021
24 C -4.447 -0.132 0.468
25 H -1.923 1.069 2.239
26 H -2.737 3.098 1.553
27 H -4.689 3.203 -0.036
28 H -5.755 1.056 -0.713
29 H -4.868 -1.081 0.183
30 C 2.110 3.028 -1.982
31 C 2.232 1.626 -1.352
32 C 2.285 0.577 -2.470
33 C 3.534 1.546 -0.541
34 O 1.135 1.436 -0.538
35 H 2.938 3.232 -2.661
36 H 2.096 3.777 -1.195
37 H 1.170 3.083 -2.525
38 H 3.134 0.745 -3.130
39 H 1.364 0.618 -3.043
40 H 2.358 -0.407 -2.017
41 H 4.391 1.798 -1.165
42 H 3.647 0.535 -0.158
43 H 3.487 2.230 0.302
44 C -2.819 -1.051 -3.691
45 C -2.021 -1.333 -2.407
46 C -0.812 -2.196 -2.755
47 C -1.596 -0.040 -1.728
48 H -3.146 -1.981 -4.160
49 H -2.200 -0.505 -4.402
50 H -3.699 -0.448 -3.473
51 H -2.672 -1.903 -1.735
52 H -0.186 -1.674 -3.476
53 H -1.136 -3.148 -3.181
54 H -0.212 -2.390 -1.866
55 H -2.482 0.542 -1.449
56 H -1.027 0.568 -2.436

***

Density functional theory data (the ωB97M-V functional and the def2-TZVPD basis) for C20H27N3O3 in the gas phase.

## Properties
LUMO level = 0.566 eV
Highest occupied orbital energy = -0.3020 Ha
Maximum force = 0.019 hartree/bohr
ΔE to the lowest compared entry with this formula, charge and spin = 60.5 kcal/mol
SMILES = CCc1ccc(C2=NN(CCC(=O)NC[C@@H]3CCCO3)C(=O)CC2)cc1

Cartesian coordinates (Å):
1 C 1.161 7.379 -3.360
2 H 0.426 7.476 -2.564
3 H 1.103 8.258 -3.997
4 H 2.150 7.340 -2.908
5 C 0.898 6.110 -4.174
6 C 0.975 4.897 -3.292
7 C -0.148 4.440 -2.611
8 C -0.071 3.350 -1.770
9 C 1.138 2.676 -1.585
10 C 2.266 3.137 -2.264
11 C 2.181 4.234 -3.099
12 H 3.066 4.581 -3.614
13 H 3.221 2.653 -2.127
14 C 1.196 1.524 -0.692
15 N 0.271 1.408 0.182
16 N 0.280 0.384 1.067
17 C 0.992 -0.770 0.913
18 O 0.942 -1.666 1.736
19 C 1.781 -0.844 -0.372
20 C 2.319 0.522 -0.784
21 H 3.124 0.831 -0.107
22 H 2.721 0.473 -1.795
23 H 1.074 -1.210 -1.126
24 H 2.576 -1.582 -0.263
25 C -0.787 0.442 2.047
26 H -0.498 -0.209 2.875
27 H -0.871 1.473 2.396
28 C -2.108 -0.019 1.414
29 C -1.887 -1.352 0.706
30 O -1.721 -1.433 -0.493
31 N -1.885 -2.420 1.531
32 H -1.830 -2.261 2.525
33 C -1.457 -3.724 1.076
34 C -2.020 -4.825 1.983
35 H -3.111 -4.718 2.028
36 C -1.378 -4.795 3.388
37 H -2.086 -4.486 4.155
38 H -0.529 -4.110 3.393
39 C -0.896 -6.233 3.595
40 H 0.014 -6.295 4.186
41 C -0.695 -6.694 2.153
42 H -0.766 -7.774 2.019
43 O -1.758 -6.106 1.433
44 H 0.273 -6.345 1.766
45 H -1.673 -6.833 4.069
46 H -0.361 -3.777 1.063
47 H -1.821 -3.857 0.054
48 H -2.881 -0.105 2.178
49 H -2.414 0.711 0.663
50 H -0.943 2.991 -1.248
51 H -1.094 4.945 -2.749
52 H 1.638 6.035 -4.973
53 H -0.093 6.174 -4.629

***

Density functional theory data (the ωB97M-V functional and the def2-TZVPD basis) for a molecular structure, C20H27N3O4 at a distorted geometry.

## Properties
LUMO level = 0.563 eV
Highest occupied orbital energy = -0.2668 Ha
Maximum force = 0.362 hartree/bohr
ΔE to the lowest compared entry with this formula, charge and spin = 451.6 kcal/mol

Cartesian coordinates (Å):
1 C -6.062 1.497 0.104
2 C -4.868 0.463 0.104
3 C -5.101 -0.768 -0.226
4 C -4.190 -1.825 -0.133
5 C -2.945 -1.585 0.123
6 C -2.751 -0.148 0.589
7 C -3.826 0.730 0.634
8 H -3.579 1.919 0.564
9 N -1.427 0.350 0.728
10 C -0.390 -0.649 1.064
11 O 0.689 -0.141 1.279
12 C -1.045 -1.932 1.121
13 O -1.987 -2.551 0.268
14 H -1.212 -2.072 2.319
15 H -0.139 -2.741 0.874
16 C -1.042 1.683 0.821
17 H 0.099 1.602 1.096
18 H -1.628 2.266 1.445
19 C -0.958 2.343 -0.807
20 H -1.148 3.373 -0.596
21 H -2.019 1.848 -1.299
22 C 0.014 1.913 -1.440
23 C 0.152 0.428 -1.786
24 O -0.913 -0.319 -1.718
25 N 1.393 0.004 -2.297
26 H 2.275 0.474 -1.934
27 C 1.684 -1.758 -2.189
28 H 2.257 -1.589 -3.153
29 C 2.405 -2.144 -0.891
30 H 2.624 -3.227 -1.043
31 C 3.885 -1.343 -0.934
32 N 3.902 -0.485 0.033
33 C 3.806 0.897 -0.007
34 O 3.538 1.268 -1.124
35 C 3.907 1.480 1.317
36 H 4.997 2.148 1.407
37 C 3.737 0.424 2.143
38 H 2.645 0.364 2.805
39 H 4.248 0.589 3.257
40 C 4.023 -0.704 1.636
41 H 5.277 -1.155 1.868
42 H 3.393 -1.630 2.036
43 H 3.144 2.331 1.447
44 H 4.093 -1.102 -1.796
45 H 4.528 -2.149 -0.733
46 H 2.087 -1.969 -0.097
47 H 0.791 -2.194 -2.196
48 H 0.196 2.156 -2.534
49 H 1.097 2.220 -1.235
50 H -4.549 -2.767 -0.282
51 H -6.222 -1.124 -0.550
52 H -7.066 1.069 0.035
53 H -5.832 2.294 0.716
54 H -5.988 1.940 -0.835

***

Density functional theory data (the ωB97M-V functional and the def2-TZVPD basis) for C20H27N3O6S2 in the gas phase at a distorted geometry.

## Properties
LUMO level = 0.592 eV
Highest occupied orbital energy = -0.2899 Ha
Maximum force = 0.022 hartree/bohr
ΔE to the lowest compared entry with this formula, charge and spin = 0.0 kcal/mol
SMILES = COc1ccc(OC)c(S(=O)(=O)NCCS(=O)(=O)N2CCN(c3ccccc3)CC2)c1

Cartesian coordinates (Å):
1 C -0.765 5.834 -4.627
2 H -0.810 4.997 -5.330
3 H -0.813 6.773 -5.175
4 H 0.175 5.786 -4.068
5 O -1.880 5.842 -3.763
6 C -2.077 4.765 -2.962
7 C -1.247 3.650 -2.901
8 C -1.554 2.614 -2.044
9 C -2.674 2.636 -1.220
10 C -3.503 3.757 -1.283
11 C -3.206 4.797 -2.140
12 H -3.849 5.661 -2.191
13 H -4.387 3.821 -0.669
14 O -2.857 1.563 -0.413
15 C -3.899 1.597 0.539
16 H -3.744 0.721 1.165
17 H -4.880 1.547 0.056
18 H -3.835 2.490 1.165
19 S -0.462 1.193 -2.018
20 O -1.141 0.040 -2.522
21 O 0.772 1.584 -2.640
22 N -0.121 0.888 -0.419
23 H -0.963 0.624 0.077
24 C 0.613 1.912 0.284
25 C 1.314 1.300 1.480
26 H 1.821 2.042 2.089
27 H 2.011 0.527 1.170
28 S 0.096 0.487 2.595
29 O 0.451 0.850 3.936
30 O -1.240 0.781 2.158
31 N 0.307 -1.149 2.475
32 C 1.553 -1.670 2.989
33 H 1.770 -1.131 3.911
34 C 1.369 -3.172 3.247
35 N 0.964 -3.868 2.047
36 C 1.918 -4.332 1.142
37 C 3.288 -4.106 1.302
38 C 4.207 -4.649 0.423
39 C 3.796 -5.427 -0.643
40 C 2.442 -5.667 -0.810
41 C 1.519 -5.137 0.068
42 H 0.476 -5.370 -0.074
43 H 2.100 -6.283 -1.629
44 H 4.516 -5.843 -1.330
45 H 5.259 -4.452 0.575
46 H 3.658 -3.498 2.112
47 C -0.284 -3.320 1.559
48 H -0.598 -3.822 0.647
49 C -0.150 -1.815 1.276
50 H -1.119 -1.392 1.014
51 H 0.545 -1.657 0.438
52 H -1.045 -3.473 2.330
53 H 2.278 -3.615 3.651
54 H 0.568 -3.298 3.983
55 H 2.372 -1.517 2.270
56 H 1.341 2.311 -0.429
57 H -0.041 2.726 0.625
58 H -0.355 3.544 -3.495